## one
Entry from the Open Molecules 2025 dataset: 2 unconnected molecules or ions with the total composition C3H10N2O2 (the ωB97M-V functional and the def2-TZVPD basis).

Geometry as XYZ:
```
17
Properties=species:S:1:pos:R:3:mulliken_spin:R:1
N 2.05 1.10 0.35 0.638
C 0.72 0.79 -0.02 -0.008
C 0.31 1.01 -1.51 0.131
C 0.32 -0.62 0.42 -0.004
N 1.05 -1.71 0.11 0.020
O -0.70 -0.68 1.06 0.247
H 2.71 0.34 0.46 -0.016
H 2.23 1.93 0.89 -0.019
H 0.09 1.45 0.59 0.019
H 0.96 0.49 -2.20 0.003
H -0.71 0.65 -1.59 -0.008
H 0.24 2.08 -1.69 -0.002
H 0.69 -2.64 0.22 0.002
H 1.62 -1.69 -0.71 -0.002
H -2.45 -0.36 -0.27 0.000
H -3.23 0.77 0.31 0.000
O -3.36 -0.08 -0.12 0.000
```

Results
- charge = +1
- E_LUMO (alpha / beta) (hartree) = -0.132 / -0.325
- multiplicity = 2
- ⟨S²⟩ = 0.76

## two
Entry from the Open Molecules 2025 dataset: 2 unconnected molecules or ions with the total composition C3H10N2O2 (the ωB97M-V functional and the def2-TZVPD basis).

Geometry as XYZ:
```
17
Properties=species:S:1:pos:R:3:mulliken_spin:R:1
N -0.64 -0.12 -2.76 0.892
C 0.22 -0.19 -1.59 0.014
C -0.43 0.60 -0.47 0.031
N 0.15 0.63 0.72 -0.007
C -0.73 1.04 1.83 0.006
O -1.47 1.14 -0.79 0.062
H -1.64 -0.27 -2.62 -0.016
H -0.41 0.72 -3.31 -0.014
H 0.48 -1.27 -1.55 0.027
H 1.24 0.10 -1.88 0.003
H 0.99 0.18 1.06 0.002
H -1.23 2.00 1.69 -0.002
H -1.65 0.42 1.90 -0.001
H -0.10 0.89 2.69 0.001
H 1.86 -1.74 2.45 0.000
H 1.42 -2.46 1.17 0.000
O 1.94 -1.68 1.47 0.000
```

Results
- charge = +1
- E_LUMO (alpha / beta) (hartree) = -0.123 / -0.318
- multiplicity = 2
- ⟨S²⟩ = 0.75

Which one is most stable, and which one is least stable? one is the most stable of them, while two is the least stable.

## one
Entry from the Open Molecules 2025 dataset: C3H5NO2 in the gas phase (the ωB97M-V functional and the def2-TZVPD basis).

Geometry as XYZ:
```
11
Properties=species:S:1:pos:R:3:mulliken_spin:R:1
C 0.52 1.52 0.17 0.919
C -0.79 -0.49 0.55 0.036
C 0.44 0.13 -0.12 0.005
N 0.50 2.66 0.34 0.900
O 1.58 -0.53 0.21 0.025
O 0.31 0.02 -1.59 0.142
H -0.65 -1.54 0.56 -0.001
H -1.61 -0.13 -0.08 -0.002
H -1.07 -0.05 1.63 -0.005
H 1.38 -1.45 0.18 0.001
H -0.62 -0.13 -1.85 -0.020
```

Results
- charge = 0
- E_LUMO (alpha / beta) (hartree) = 0.020 / -0.143
- multiplicity = 3
- ⟨S²⟩ = 2.01

## two
Entry from the Open Molecules 2025 dataset: C3H5NO2 in the gas phase (the ωB97M-V functional and the def2-TZVPD basis).

Geometry as XYZ:
```
11
Properties=species:S:1:pos:R:3:mulliken_spin:R:1
C -0.06 -0.15 0.05 0.238
C -2.52 0.39 0.02 0.812
C 1.31 0.12 0.06 0.475
N -1.20 0.67 0.08 0.262
O 1.95 1.30 0.00 0.077
O 2.12 -0.93 -0.01 0.097
H -0.09 -1.26 -0.03 0.000
H -2.75 -0.66 -0.20 0.021
H -3.18 1.29 -0.24 0.026
H 2.87 1.04 0.07 -0.003
H 1.55 -1.81 0.20 -0.005
```

Results
- charge = 0
- E_LUMO (alpha / beta) (hartree) = 0.007 / -0.062
- multiplicity = 3
- ⟨S²⟩ = 2.01

Which one is most stable, and which one is least stable? two is the most stable of them, while one is the least stable.

## one
Entry from the Open Molecules 2025 dataset: C6H6N2O in the gas phase (the ωB97M-V functional and the def2-TZVPD basis).

Geometry as XYZ:
```
15
Properties=species:S:1:pos:R:3:nbo_charge:R:1
C -0.15 -1.30 -2.26 0.182
C -0.09 -0.65 -1.10 -0.235
C 0.47 0.18 -0.25 -0.014
C -2.03 -1.04 0.71 0.838
C -0.16 0.53 1.08 -0.225
C 1.79 0.88 -0.51 -0.656
N -0.28 -1.89 -3.25 -0.314
N -1.41 -0.16 1.40 -0.632
O -2.95 -1.77 0.64 -0.467
H 0.56 0.31 1.88 0.212
H -0.36 1.61 1.11 0.214
H 1.74 1.49 -1.41 0.234
H 2.57 0.14 -0.66 0.234
H 2.07 1.53 0.32 0.207
H -1.79 0.14 2.30 0.423
```

Results
- charge = 0
- E_LUMO (alpha / beta) (hartree) = -0.027 / -0.027

## two
Entry from the Open Molecules 2025 dataset: C6H6N2O in the gas phase (the ωB97M-V functional and the def2-TZVPD basis).

Geometry as XYZ:
```
15
Properties=species:S:1:pos:R:3:nbo_charge:R:1
C 0.46 2.49 0.72 -0.207
C 0.78 1.43 0.20 -0.028
C 0.90 0.28 -0.72 -0.336
N 0.63 -0.98 -0.04 -0.231
C -0.63 -1.00 0.71 -0.313
C -1.78 -0.43 -0.03 -0.025
C -2.60 0.08 -0.74 -0.223
N 1.52 -1.93 0.44 0.247
O 2.70 -1.96 -0.02 -0.380
H 0.35 3.45 1.15 0.240
H 0.27 0.34 -1.56 0.247
H 1.91 0.28 -1.15 0.263
H -0.79 -2.03 0.97 0.256
H -0.44 -0.42 1.65 0.232
H -3.29 0.41 -1.57 0.259
```

Results
- charge = 0
- E_LUMO (hartree) = 0.012
- SMILES = C#CCN(CC#C)N=O

Which one is most stable, and which one is least stable? one is the most stable of them, while two is the least stable.

## one
Entry from the Open Molecules 2025 dataset: 2 unconnected molecules or ions with the total composition C2H6Cl (the ωB97M-V functional and the def2-TZVPD basis).

Geometry as XYZ:
```
9
Properties=species:S:1:pos:R:3:mulliken_spin:R:1
Cl 3.30 3.06 0.85 0.000
H 2.65 2.08 0.92 0.000
C -0.44 -1.74 0.01 0.876
C -1.37 -0.66 -0.47 0.023
H 0.53 -1.24 -0.35 0.014
H 0.02 -1.12 0.84 0.015
H -2.42 -0.57 -0.90 0.023
H -1.41 0.16 0.26 0.024
H -0.85 0.03 -1.18 0.025
```

Results
- charge = 0
- E_LUMO (alpha / beta) (hartree) = 0.019 / -0.048
- multiplicity = 2
- ⟨S²⟩ = 0.75

## two
Entry from the Open Molecules 2025 dataset: 2 unconnected molecules or ions with the total composition C2H6Cl (the ωB97M-V functional and the def2-TZVPD basis).

Geometry as XYZ:
```
9
Properties=species:S:1:pos:R:3:mulliken_spin:R:1
Cl 0.11 0.71 1.78 0.227
H 1.28 0.42 1.26 -0.018
C 2.51 0.04 0.53 0.744
C 2.14 -0.78 -0.66 -0.046
H 2.88 1.03 0.33 0.005
H 3.00 -0.51 1.34 0.006
H 3.02 -1.07 -1.25 0.061
H 1.61 -1.68 -0.35 0.010
H 1.47 -0.20 -1.31 0.011
```

Results
- charge = 0
- E_LUMO (alpha / beta) (hartree) = 0.040 / -0.043
- multiplicity = 2
- ⟨S²⟩ = 0.75

Which one is most stable, and which one is least stable? two is the most stable of them, while one is the least stable.